Molecular formula: C33H46GaI2N4O3SbSi3
Method: DFT, the ωB97M-V functional and the def2-TZVPD basis

The geometry in ORCA input format:
```
! RIJCOSX wB97M-V def2-TZVPD def2/J DEFGRID3
* xyz 0 1
Ga 1.357 0.158 0.443
N 0.659 0.171 2.491
C 0.554 -1.226 2.920
C 1.533 -2.081 2.116
O 1.817 -3.198 2.481
O 2.004 -1.505 1.043
H 1.529 0.557 2.886
H -0.128 0.729 2.789
H -0.452 -1.602 2.728
H 0.763 -1.372 3.980
I 5.060 1.379 -1.757
C 5.307 0.872 0.246
C 6.611 0.545 0.659
C 6.869 0.189 1.948
I 8.831 -0.316 2.461
C 5.821 0.182 2.902
C 6.006 -0.130 4.267
C 4.958 -0.058 5.135
C 3.709 0.340 4.633
N 3.491 0.614 3.373
C 4.510 0.525 2.482
C 4.215 0.837 1.097
O 3.002 1.118 0.691
H 7.409 0.569 -0.070
H 6.989 -0.419 4.612
H 5.074 -0.291 6.184
H 2.861 0.435 5.306
C -2.316 1.182 1.619
Sb -2.011 1.118 -0.521
C 0.147 1.501 -0.411
C 0.725 1.364 -1.778
C 0.394 2.126 -2.899
C 1.002 1.849 -4.108
C 1.920 0.809 -4.189
C 2.217 0.113 -3.033
N 1.652 0.395 -1.862
Si 0.395 3.276 0.257
C -1.143 4.346 0.044
C 0.855 3.354 2.080
C 1.788 4.111 -0.665
C -2.539 -1.021 -0.916
C -1.428 -2.033 -0.940
C -1.721 -3.404 -0.996
C -0.717 -4.326 -1.193
C 0.582 -3.873 -1.367
C 0.802 -2.515 -1.268
N -0.159 -1.614 -1.023
Si -3.209 -0.959 -2.715
C -1.918 -0.202 -3.839
C -3.568 -2.651 -3.450
C -4.795 0.039 -2.817
Si -3.954 -1.477 0.288
C -5.139 -2.826 -0.290
C -3.198 -2.093 1.900
C -5.131 -0.020 0.565
H -1.700 1.992 2.003
H -2.053 0.250 2.115
H -3.355 1.415 1.836
H -0.344 2.915 -2.816
H 0.752 2.428 -4.988
H 2.406 0.554 -5.120
H 2.954 -0.682 -3.032
H -2.026 3.976 0.569
H -1.415 4.469 -1.007
H -0.925 5.340 0.444
H 0.061 3.066 2.770
H 1.091 4.401 2.296
H 1.751 2.771 2.295
H 1.502 4.434 -1.668
H 2.644 3.444 -0.753
H 2.106 4.995 -0.106
H -2.744 -3.735 -0.913
H -0.948 -5.383 -1.231
H 1.407 -4.545 -1.550
H 1.805 -2.124 -1.366
H -0.914 -0.563 -3.596
H -1.905 0.886 -3.784
H -2.130 -0.480 -4.875
H -2.652 -3.214 -3.631
H -4.040 -2.470 -4.420
H -4.244 -3.275 -2.866
H -4.684 1.051 -2.424
H -5.624 -0.441 -2.296
H -5.076 0.122 -3.871
H -4.710 -3.825 -0.364
H -5.629 -2.586 -1.235
H -5.923 -2.874 0.473
H -2.117 -2.211 1.810
H -3.603 -3.073 2.160
H -3.404 -1.422 2.736
H -6.100 -0.264 0.125
H -4.820 0.930 0.131
H -5.290 0.139 1.633
*
```

Calculated values
LUMO ... 0.273 eV
Total energy ... -5358.9464 Eh
HOMO-LUMO gap ... 0.2899 Ha
Energy relative to the best compared isomer or geometry (same formula, charge and spin) ... 15.03 kcal/mol


Molecular formula: C33H46IrN13OP3
Method: DFT, the ωB97M-V functional and the def2-TZVPD basis

The geometry in ORCA input format:
```
! RIJCOSX wB97M-V def2-TZVPD def2/J DEFGRID3
* xyz 0 2
Ir -0.099 -0.267 -0.711
C 3.270 2.926 -2.409
C 2.108 1.933 -2.425
C 0.981 2.479 -3.309
P 1.466 1.494 -0.749
C 2.875 1.636 0.410
C 2.463 1.681 1.880
C 3.851 0.483 0.144
C 0.292 2.827 -0.329
C 0.657 4.065 0.168
C -0.312 4.990 0.537
C -1.659 4.669 0.424
C -2.048 3.448 -0.093
C -1.078 2.525 -0.501
N -1.402 1.266 -1.000
C -2.579 1.032 -1.706
C -3.258 2.046 -2.398
C -4.424 1.755 -3.080
C -4.934 0.462 -3.083
C -4.241 -0.555 -2.440
C -3.055 -0.296 -1.773
P -2.039 -1.571 -0.953
C -2.964 -1.970 0.601
C -4.089 -2.991 0.445
C -3.505 -0.683 1.229
C -2.089 -3.086 -2.002
C -2.096 -2.867 -3.515
C -0.940 -4.005 -1.574
H 3.552 3.142 -3.441
H 2.983 3.871 -1.941
H 4.149 2.535 -1.900
H 2.465 0.985 -2.837
H 0.732 3.500 -3.012
H 1.319 2.493 -4.345
H 0.073 1.878 -3.261
H 3.355 2.583 0.142
H 2.097 0.709 2.204
H 3.353 1.897 2.475
H 1.711 2.439 2.093
H 3.427 -0.461 0.482
H 4.120 0.387 -0.910
H 4.766 0.651 0.715
H 1.704 4.309 0.295
H -0.017 5.951 0.939
H -2.413 5.368 0.761
H -3.095 3.182 -0.130
H -2.843 3.043 -2.431
H -4.932 2.538 -3.626
H -5.854 0.243 -3.608
H -4.627 -1.566 -2.474
H -2.202 -2.393 1.258
H -4.827 -2.676 -0.297
H -3.726 -3.982 0.177
H -4.611 -3.081 1.399
H -4.373 -0.322 0.673
H -3.822 -0.888 2.253
H -2.768 0.118 1.272
H -3.033 -3.566 -1.735
H -1.242 -2.295 -3.857
H -2.045 -3.842 -4.001
H -2.997 -2.365 -3.862
H 0.023 -3.600 -1.888
H -0.907 -4.158 -0.493
H -1.061 -4.979 -2.048
N 0.284 -2.500 1.746
C -0.073 -1.226 2.153
N -0.352 -0.868 3.391
N -0.713 0.430 3.297
N -0.654 0.836 2.079
N -0.265 -0.209 1.316
C 1.171 -2.635 0.682
N 2.033 -3.613 0.527
N 2.640 -3.336 -0.648
N 2.153 -2.272 -1.181
N 1.199 -1.800 -0.348
H 0.512 -3.109 2.518
N 0.174 -0.499 -2.709
C 0.734 -0.807 -3.678
C 1.350 -1.155 -4.855
C 2.252 -0.220 -5.421
N 2.953 0.582 -5.864
C 1.080 -2.419 -5.437
N 0.848 -3.439 -5.922
C 2.725 -0.424 5.320
P 3.087 -1.730 4.133
C 2.092 -3.136 4.673
C 4.794 -2.228 4.430
O 2.840 -1.325 2.723
H 2.892 -0.756 6.346
H 1.680 -0.138 5.192
H 3.358 0.439 5.111
H 2.382 -3.477 5.667
H 2.233 -3.953 3.962
H 1.045 -2.828 4.697
H 4.950 -2.523 5.468
H 5.458 -1.398 4.186
H 5.030 -3.065 3.773
*
```

Calculated values
LUMO (spin up / spin down) ... -0.095 / -3.024 eV
Total energy ... -3200.6563 Eh
HOMO-LUMO gap (spin up / spin down) ... 0.2880 / 0.1802 Ha
Energy relative to the best compared isomer or geometry (same formula, charge and spin) ... 0.00 kcal/mol
⟨S²⟩ ... 0.787


Molecular formula: C33H46IrNP3
Method: DFT, the ωB97M-V functional and the def2-TZVPD basis

The geometry in ORCA input format:
```
! RIJCOSX wB97M-V def2-TZVPD def2/J DEFGRID3
* xyz 2 6
P 0.240 -1.800 -2.656
P 0.525 1.310 -4.949
C -0.539 -1.024 -5.340
C 0.568 -0.283 -5.956
H -1.536 -0.589 -5.453
H -0.470 -2.118 -5.327
H 1.590 -0.710 -5.899
H 0.386 0.026 -7.004
C -0.711 2.255 -5.923
H -0.968 3.171 -5.374
H -1.629 1.683 -6.107
H -0.277 2.525 -6.900
C 1.978 2.289 -5.450
H 2.014 2.395 -6.540
H 2.882 1.777 -5.104
H 1.944 3.292 -5.007
C -1.276 -2.889 -2.864
H -1.413 -3.480 -1.943
H -1.226 -3.540 -3.746
H -2.122 -2.193 -2.970
C 1.662 -2.495 -3.609
H 2.114 -1.667 -4.159
H 1.340 -3.269 -4.313
H 2.402 -2.886 -2.906
Ir 0.536 -2.264 -0.604
C -0.723 4.706 -3.436
C -2.055 4.510 -3.517
C -2.933 3.303 -3.763
C -2.407 1.884 -3.303
C -1.116 1.984 -2.665
C 0.200 1.997 -3.245
C 1.072 3.088 -2.579
C 0.354 4.435 -2.406
C 0.989 -4.206 -0.852
H -0.299 5.303 -4.268
H -2.698 5.408 -3.612
H -3.219 3.241 -4.831
H -3.896 3.457 -3.240
H -3.094 1.507 -2.533
H -2.507 1.186 -4.149
H -1.158 2.226 -1.597
H 0.569 1.012 -2.804
H 2.007 3.208 -3.133
H 1.327 2.708 -1.580
H 0.012 4.556 -1.362
H 1.140 5.192 -2.551
H 2.069 -4.281 -1.052
H 0.403 -4.736 -1.616
H 0.802 -4.673 0.129
N 0.468 -1.237 0.813
P 0.377 -0.396 2.292
C -1.026 -1.190 3.080
C -0.851 -2.378 3.810
C -1.930 -2.935 4.494
C -3.193 -2.330 4.429
C -3.389 -1.194 3.632
C -2.319 -0.652 2.924
C 1.968 -0.526 3.122
C 3.125 -0.453 2.321
C 4.394 -0.445 2.896
C 4.541 -0.480 4.284
C 3.400 -0.520 5.103
C 2.119 -0.530 4.530
C -0.017 1.373 2.212
C -0.641 2.024 3.306
C -0.756 3.417 3.344
C -0.231 4.191 2.300
C 0.391 3.560 1.209
C 0.472 2.162 1.149
H 0.138 -2.850 3.830
H -1.781 -3.845 5.077
H -4.023 -2.748 4.988
H -4.375 -0.729 3.559
H -2.477 0.197 2.255
H 3.030 -0.401 1.236
H 5.283 -0.421 2.263
H 5.533 -0.500 4.733
H 3.524 -0.552 6.189
H 1.248 -0.531 5.190
H -1.052 1.438 4.135
H -1.268 3.904 4.179
H -0.324 5.275 2.322
H 0.810 4.171 0.407
H 0.917 1.672 0.278
*
```

Calculated values
LUMO (spin up / spin down) ... -5.428 / -7.642 eV
Total energy ... -2467.2528 Eh
HOMO-LUMO gap (spin up / spin down) ... 0.2497 / 0.1770 Ha
Energy relative to the best compared isomer or geometry (same formula, charge and spin) ... 2.56 kcal/mol
⟨S²⟩ ... 8.805


Molecular formula: C33H46NP3Pb
Method: DFT, the ωB97M-V functional and the def2-TZVPD basis

The geometry in ORCA input format:
```
! RIJCOSX wB97M-V def2-TZVPD def2/J DEFGRID3
* xyz 0 1
P 0.280 -2.605 -4.770
P 0.267 1.514 -4.459
C -0.090 -1.098 -5.709
C 0.865 0.113 -5.464
H -1.155 -0.844 -5.551
H 0.021 -1.401 -6.765
H 1.852 -0.192 -5.069
H 1.040 0.570 -6.456
C -0.743 2.473 -5.611
H -1.303 3.262 -5.088
H -1.459 1.828 -6.145
H -0.074 2.936 -6.349
C 1.609 2.476 -3.766
H 1.754 3.355 -4.403
H 2.535 1.886 -3.747
H 1.358 2.801 -2.749
C -0.737 -3.964 -5.388
H -0.893 -4.708 -4.590
H -0.210 -4.435 -6.233
H -1.717 -3.592 -5.724
C 1.982 -3.110 -5.034
H 2.674 -2.260 -5.037
H 2.037 -3.603 -6.016
H 2.316 -3.832 -4.276
Pb 1.895 -0.344 0.848
C -0.914 0.970 -3.154
C -2.241 0.664 -3.634
C -3.072 -0.459 -3.229
C -2.479 -1.459 -2.180
C -1.604 -2.440 -2.780
C -0.183 -2.344 -3.054
C 0.637 -1.146 -2.440
C -0.059 0.163 -2.068
C 1.344 -2.522 0.862
H -1.011 1.991 -2.731
H -2.738 1.524 -4.077
H -3.368 -1.062 -4.100
H -4.008 -0.084 -2.801
H -2.012 -0.912 -1.346
H -3.337 -2.013 -1.769
H -1.995 -3.461 -2.878
H 0.276 -3.265 -2.610
H 1.529 -0.924 -3.036
H 1.034 -1.554 -1.499
H -0.587 0.063 -1.098
H 0.752 0.864 -1.789
H 2.160 -3.109 1.300
H 1.057 -2.924 -0.111
H 0.487 -2.531 1.536
N 0.242 -0.124 2.317
P 0.216 0.568 3.752
C 1.709 1.548 4.130
C 2.694 1.059 5.014
C 3.851 1.804 5.258
C 4.063 3.015 4.595
C 3.118 3.477 3.675
C 1.943 2.757 3.454
C -1.233 1.642 4.034
C -2.248 1.292 4.945
C -3.309 2.162 5.208
C -3.411 3.368 4.505
C -2.454 3.688 3.534
C -1.405 2.804 3.263
C 0.121 -0.546 5.169
C 0.012 -1.924 4.958
C -0.113 -2.780 6.057
C -0.147 -2.259 7.358
C -0.036 -0.880 7.566
C 0.104 -0.023 6.477
H 2.557 0.105 5.529
H 4.592 1.435 5.973
H 4.958 3.606 4.799
H 3.284 4.406 3.124
H 1.203 3.136 2.749
H -2.217 0.335 5.472
H -4.059 1.897 5.954
H -4.242 4.047 4.700
H -2.529 4.623 2.975
H -0.725 3.013 2.434
H 0.024 -2.310 3.931
H -0.191 -3.859 5.903
H -0.261 -2.926 8.212
H -0.061 -0.465 8.574
H 0.184 1.054 6.635
*
```

Calculated values
LUMO ... 0.120 eV
Total energy ... -2556.3838 Eh
HOMO-LUMO gap ... 0.1518 Ha


Molecular formula: C33H47BN4O2P2Tc
Method: DFT, the ωB97M-V functional and the def2-TZVPD basis

The geometry in ORCA input format:
```
! RIJCOSX wB97M-V def2-TZVPD def2/J DEFGRID3
* xyz 2 4
Tc -0.214 -2.091 -0.471
C -0.772 -2.046 1.672
C -0.956 -3.375 1.169
C -2.323 -3.893 0.831
C -2.874 -3.518 -0.564
C -2.174 -2.348 -1.232
C -2.048 -1.058 -0.634
C -2.725 -0.703 0.672
C -1.982 -1.176 1.946
C 0.393 -1.344 -2.313
H 0.014 -1.895 2.423
H -0.259 -4.165 1.476
H -3.037 -3.607 1.608
H -2.254 -4.985 0.894
H -2.786 -4.406 -1.223
H -3.958 -3.305 -0.492
H -2.228 -2.380 -2.321
H -2.041 -0.215 -1.334
H -3.753 -1.103 0.694
H -2.813 0.396 0.709
H -1.682 -0.276 2.495
H -2.690 -1.713 2.602
H -0.053 -0.365 -2.561
H 0.096 -2.047 -3.109
H 1.484 -1.210 -2.318
P -1.155 -4.878 -3.656
P -0.419 -6.624 0.067
N -2.757 -4.676 -4.406
N -0.574 -5.810 -5.090
N -1.924 -7.545 0.246
N 0.640 -8.140 0.423
C -1.507 -6.349 -2.587
C -0.249 -6.757 -1.764
C -3.230 -3.484 -4.972
C -4.435 -3.744 -5.600
C -4.698 -5.140 -5.482
C -3.670 -5.685 -4.722
C 0.459 -5.419 -5.943
C 0.515 -6.291 -7.027
C -0.535 -7.248 -6.853
C -1.158 -6.950 -5.647
C -2.597 -7.553 1.494
C -3.815 -8.195 1.352
C -3.878 -8.690 0.012
C -2.684 -8.330 -0.626
C 0.221 -9.343 0.997
C 1.270 -10.262 1.003
C 2.399 -9.606 0.412
C 1.976 -8.328 0.052
H -1.891 -7.213 -3.157
H -2.343 -6.058 -1.934
H 0.112 -7.764 -2.054
H 0.573 -6.041 -1.960
H -2.685 -2.567 -4.824
H -5.076 -3.010 -6.059
H -5.533 -5.708 -5.849
H -3.566 -6.676 -4.330
H 1.083 -4.586 -5.685
H 1.221 -6.265 -7.839
H -0.827 -8.052 -7.509
H -1.938 -7.489 -5.147
H -2.090 -7.112 2.358
H -4.553 -8.314 2.142
H -4.675 -9.272 -0.431
H -2.359 -8.546 -1.634
H -0.795 -9.454 1.341
H 1.225 -11.269 1.398
H 3.393 -10.019 0.301
H 2.519 -7.535 -0.437
C 1.600 3.072 -0.307
C 1.709 1.804 0.520
C 3.083 1.905 1.167
O 1.661 0.644 -0.324
B 0.458 -0.056 -0.041
O -0.375 0.782 0.745
C 0.497 1.620 1.494
C 0.826 0.875 2.792
C -0.295 2.846 1.893
H 2.279 3.005 -1.161
H 1.910 3.939 0.296
H 0.590 3.267 -0.675
H 3.868 1.850 0.395
H 3.151 2.880 1.680
H 3.274 1.103 1.891
H 1.236 1.586 3.528
H -0.108 0.452 3.195
H 1.532 0.042 2.624
H -0.546 3.498 1.054
H -1.235 2.556 2.384
H 0.318 3.409 2.605
*
```

Calculated values
LUMO (spin up / spin down) ... -6.860 / -9.248 eV
Total energy ... -2442.8078 Eh
HOMO-LUMO gap (spin up / spin down) ... 0.1925 / 0.1047 Ha
Energy relative to the best compared isomer or geometry (same formula, charge and spin) ... 0.00 kcal/mol
⟨S²⟩ ... 3.799